No. 1
{
  "formula": "C28H59AsBrN2O4S3",
  "method": "ωB97M-V with the def2-TZVPD basis set",
  "elements": ["C", "C", "N", "C", "C", "C", "S", "S", "C", "C", "C", "As", "N", "C", "C", "O", "C", "C", "C", "S", "C", "C", "C", "Br", "H", "H", "H", "H", "H", "H", "H", "H", "H", "H", "H", "H", "H", "H", "H", "H", "H", "H", "H", "H", "H", "H", "H", "H", "H", "H", "H", "H", "H", "H", "H", "H", "H", "H", "H", "C", "C", "C", "O", "C", "H", "H", "H", "H", "H", "H", "H", "H", "C", "C", "C", "O", "C", "H", "H", "H", "H", "H", "H", "H", "H", "C", "C", "C", "O", "C", "H", "H", "H", "H", "H", "H", "H", "H"],
  "positions_angstrom": [[-2.22783, -1.06936, 4.20211], [-2.03633, -0.55638, 2.78653], [-1.63949, 0.86751, 2.74088], [-0.40137, 1.17254, 3.48026], [-0.69560, 1.73753, 4.86454], [-1.66258, 1.35533, 1.41386], [-3.03816, 1.88624, 0.75209], [-0.12570, 1.35447, 0.46060], [-0.26478, -0.31658, -0.29632], [0.69545, -1.35306, 0.28996], [0.18222, -2.79572, 0.20388], [0.25411, -3.97631, -1.49208], [0.24112, -5.31423, -2.95459], [-1.69154, -3.44124, -1.99600], [-2.75386, -4.28683, -1.36688], [-3.94935, -4.09089, -1.40655], [2.17559, -4.61626, -1.13505], [3.19361, -3.68944, -0.47829], [4.53841, -4.38610, -0.21996], [5.90157, -3.20504, -0.46284], [0.91682, -2.47624, -2.72853], [1.22172, -2.86608, -4.17035], [1.72041, -1.66206, -4.95198], [2.84381, -2.13542, -6.48914], [-1.28927, -1.11470, 4.75535], [-2.63490, -2.08097, 4.15445], [-2.92578, -0.43924, 4.75541], [-2.98088, -0.63433, 2.24661], [-1.30105, -1.17969, 2.26435], [0.14407, 1.91707, 2.90427], [0.23822, 0.28188, 3.53291], [-0.97099, 0.95733, 5.57509], [-1.52449, 2.44249, 4.80334], [0.17588, 2.26132, 5.26187], [-0.07894, -0.13661, -1.35320], [-1.30441, -0.63024, -0.19371], [1.66947, -1.24934, -0.19551], [0.86835, -1.08664, 1.33975], [0.70690, -3.40064, 0.94995], [-0.87362, -2.80634, 0.50780], [-0.30573, -5.11809, -0.50858], [0.29928, -6.24067, -2.54194], [-0.62174, -5.29216, -3.48926], [-1.85614, -3.46167, -3.08042], [-1.87599, -2.40656, -1.68329], [-2.38328, -5.17418, -0.80792], [2.55690, -4.91612, -2.11626], [2.08079, -5.53079, -0.53456], [2.81498, -3.31638, 0.47696], [3.36453, -2.80964, -1.10667], [4.66329, -5.22605, -0.90187], [4.57819, -4.76642, 0.80061], [6.91131, -4.08009, -0.35997], [1.80761, -2.01699, -2.28910], [0.11276, -1.73372, -2.72284], [0.31109, -3.23898, -4.64529], [1.95135, -3.67466, -4.20257], [2.34618, -1.00837, -4.35007], [0.91631, -1.07272, -5.38551], [-3.49043, 3.77522, 8.71760], [-3.66418, 4.99369, 7.81181], [-2.25180, 5.17075, 7.26557], [-1.68561, 3.86427, 7.20330], [-2.50744, 2.93676, 7.90897], [-4.42085, 3.24698, 8.92206], [-3.04606, 4.07102, 9.67042], [-4.35734, 4.76351, 7.00050], [-4.02695, 5.87941, 8.33214], [-1.64575, 5.79704, 7.93019], [-2.23033, 5.60726, 6.26597], [-3.03075, 2.29800, 7.18910], [-1.86720, 2.30501, 8.52635], [0.30171, -0.02139, -9.83816], [-0.96202, -0.55483, -9.16359], [-0.50346, -0.65834, -7.71423], [0.44205, 0.39384, -7.52261], [0.83056, 0.93843, -8.77812], [0.11676, 0.46916, -10.79367], [1.01256, -0.83441, -9.99736], [-1.77856, 0.16440, -9.25858], [-1.29800, -1.51123, -9.56239], [-0.01211, -1.61926, -7.52683], [-1.31264, -0.53291, -6.99319], [0.38938, 1.93574, -8.89426], [1.91727, 1.03650, -8.79215], [1.97041, 5.97611, 0.83453], [2.41609, 5.24604, 2.10039], [1.08769, 4.72019, 2.63361], [0.26992, 4.48125, 1.49181], [0.86307, 5.05783, 0.33029], [2.76715, 6.10996, 0.10372], [1.56593, 6.95903, 1.08691], [3.07315, 4.41342, 1.84171], [2.93393, 5.88270, 2.81725], [0.59785, 5.45483, 3.28320], [1.19841, 3.78960, 3.19271], [1.26136, 4.25798, -0.30235], [0.08773, 5.58301, -0.22890]],
  "forces_ev_per_a": [[-0.04, -0.05, -0.01], [-0.37, 0.15, 0.13], [0.60, -0.17, -0.35], [-0.10, -0.07, -0.04], [-0.07, -0.10, -0.02], [-0.16, 0.12, 0.37], [-0.09, -0.11, -0.13], [0.08, 0.15, -0.17], [0.01, 0.05, 0.05], [0.00, 0.00, 0.09], [-0.03, 0.18, 0.01], [0.05, -0.05, 0.04], [0.10, -0.02, -0.19], [-0.23, 0.10, 0.16], [0.20, -0.23, 0.02], [-0.11, 0.13, -0.02], [0.15, -0.05, 0.00], [-0.12, 0.06, 0.09], [-0.12, -0.10, 0.03], [0.08, 0.03, 0.00], [-0.15, -0.06, -0.11], [-0.03, 0.01, 0.01], [-0.07, 0.19, 0.07], [0.03, -0.10, -0.16], [0.00, -0.01, -0.02], [0.03, 0.01, 0.03], [-0.01, 0.01, -0.02], [0.04, -0.01, -0.02], [0.08, -0.01, 0.02], [0.02, -0.04, 0.05], [0.05, 0.07, 0.00], [-0.02, 0.05, 0.01], [0.07, 0.06, 0.03], [-0.02, -0.01, 0.01], [-0.05, -0.11, -0.02], [0.01, 0.02, -0.03], [-0.01, 0.01, 0.02], [-0.03, -0.01, 0.01], [0.02, -0.05, -0.07], [0.01, -0.06, -0.03], [-0.01, 0.09, 0.01], [-0.04, 0.05, 0.05], [-0.04, -0.04, 0.11], [0.12, -0.03, 0.02], [0.00, -0.01, -0.04], [0.01, 0.03, -0.08], [-0.03, -0.02, 0.01], [-0.07, 0.02, -0.02], [0.05, 0.06, -0.05], [-0.01, -0.05, -0.03], [0.04, 0.08, -0.08], [0.00, -0.06, -0.03], [0.03, 0.02, 0.04], [-0.06, 0.00, 0.06], [0.09, 0.07, 0.03], [0.13, -0.15, -0.06], [-0.03, 0.01, 0.03], [0.06, -0.05, 0.00], [0.02, 0.06, 0.08], [0.00, 0.00, -0.01], [0.00, 0.00, 0.00], [-0.06, -0.01, -0.01], [0.10, 0.02, 0.02], [-0.03, 0.01, 0.00], [0.00, 0.01, 0.00], [0.01, 0.00, 0.00], [0.00, 0.00, 0.00], [0.00, -0.01, 0.01], [0.00, 0.00, 0.01], [0.00, 0.00, 0.00], [0.00, 0.00, 0.00], [0.00, 0.00, 0.00], [0.00, 0.00, 0.00], [0.03, 0.00, 0.00], [-0.02, -0.04, -0.01], [-0.08, 0.09, 0.09], [0.05, -0.06, -0.03], [-0.01, 0.00, 0.00], [0.00, 0.00, 0.01], [0.01, 0.01, 0.01], [0.00, 0.00, 0.00], [0.00, 0.00, 0.00], [0.00, 0.00, -0.01], [0.00, 0.00, 0.00], [0.00, 0.00, 0.00], [-0.01, -0.01, 0.00], [0.00, 0.00, 0.00], [0.08, 0.01, -0.04], [-0.11, -0.03, 0.14], [0.01, -0.02, -0.04], [0.01, -0.01, 0.01], [-0.01, 0.00, 0.00], [0.00, 0.00, 0.00], [0.00, 0.01, -0.01], [0.01, 0.01, 0.00], [-0.02, 0.01, 0.01], [0.01, 0.00, 0.01], [0.00, -0.01, 0.00]],
  "homo_lumo_gap_ev": 6.272,
  "charge": -1
}

No. 2
{
  "formula": "C28H59BrNO7S",
  "method": "ωB97M-V with the def2-TZVPD basis set",
  "elements": ["C", "C", "O", "C", "N", "C", "C", "O", "S", "C", "C", "C", "Br", "H", "H", "H", "H", "H", "H", "H", "H", "H", "H", "H", "H", "H", "H", "H", "H", "H", "H", "H", "C", "C", "C", "O", "C", "H", "H", "H", "H", "H", "H", "H", "H", "C", "C", "C", "O", "C", "H", "H", "H", "H", "H", "H", "H", "H", "C", "C", "C", "O", "C", "H", "H", "H", "H", "H", "H", "H", "H", "C", "C", "C", "O", "C", "H", "H", "H", "H", "H", "H", "H", "H", "C", "C", "C", "O", "C", "H", "H", "H", "H", "H", "H", "H", "H"],
  "positions_angstrom": [[1.45486, 0.27429, 1.31328], [0.00868, 0.48611, 1.82179], [0.09327, 0.50696, 3.26041], [-0.58450, 1.85331, 1.32074], [-2.05907, 1.77821, 1.16276], [-2.75652, 2.28148, 2.35532], [-3.88227, 1.31517, 2.83428], [-3.25856, 0.40190, 3.79807], [-3.72770, -1.16488, 3.65215], [-2.88187, -1.94100, 2.20293], [-3.38530, -1.43719, 0.82025], [-4.93571, -1.58666, 0.62390], [-2.46246, -2.51369, -0.56952], [2.09668, 0.99556, 1.85555], [1.79816, -0.74819, 1.55380], [1.56240, 0.50020, 0.23479], [-0.70494, -0.28890, 1.45735], [-0.81162, 0.43850, 3.57388], [-0.27476, 2.67654, 2.00361], [-0.10125, 2.08447, 0.34920], [-2.28746, 2.36835, 0.36967], [-3.14684, 3.30907, 2.20378], [-2.03040, 2.32230, 3.19802], [-4.60133, 1.93416, 3.41389], [-4.41121, 0.81900, 2.00517], [-5.06889, -1.23024, 3.30108], [-3.09434, -3.03359, 2.26464], [-1.78191, -1.85352, 2.31487], [-3.11532, -0.37987, 0.64573], [-5.36605, -2.23112, 1.41580], [-5.45597, -0.60807, 0.57007], [-5.10994, -2.08694, -0.34589], [0.28889, 5.04020, -2.39192], [1.42903, 5.89155, -1.86371], [1.88117, 5.09477, -0.65291], [1.61883, 3.71477, -0.94535], [0.79476, 3.63505, -2.11647], [0.06305, 5.21113, -3.44400], [-0.61898, 5.23280, -1.81197], [2.23256, 5.93601, -2.60354], [1.13810, 6.91187, -1.61591], [1.30677, 5.36672, 0.23984], [2.94201, 5.22546, -0.43577], [1.41475, 3.26727, -2.94086], [-0.01522, 2.92116, -1.94626], [-2.98411, -2.02915, -4.66873], [-4.40839, -1.77771, -4.20746], [-4.36856, -0.29922, -3.86185], [-3.40229, 0.30025, -4.72948], [-2.65292, -0.73206, -5.38521], [-2.87677, -2.90624, -5.30623], [-2.32929, -2.15451, -3.80099], [-5.10257, -1.95081, -5.03395], [-4.71642, -2.40263, -3.36799], [-4.03816, -0.14133, -2.82693], [-5.33420, 0.19140, -3.99675], [-2.96841, -0.76573, -6.43297], [-1.58970, -0.49028, -5.35086], [6.72182, -1.24410, 0.50849], [6.44733, 0.24819, 0.45330], [5.31047, 0.32067, -0.55074], [4.57112, -0.90493, -0.42562], [5.32517, -1.82512, 0.37332], [7.22832, -1.56471, 1.41873], [7.33526, -1.54124, -0.34653], [6.10676, 0.59945, 1.43196], [7.31104, 0.84412, 0.15987], [5.68767, 0.38428, -1.57537], [4.64588, 1.16840, -0.37328], [4.83376, -1.90731, 1.34991], [5.32153, -2.80809, -0.10095], [2.51437, -0.22838, -4.74152], [3.47806, 0.24526, -5.81558], [4.24360, 1.33780, -5.08966], [4.27744, 0.96580, -3.70628], [3.36355, -0.11717, -3.48682], [2.13206, -1.23571, -4.90688], [1.66178, 0.45507, -4.67941], [4.15591, -0.56740, -6.09081], [2.98771, 0.60066, -6.72173], [3.73061, 2.30281, -5.16850], [5.26282, 1.45577, -5.46076], [3.95098, -1.02593, -3.32190], [2.77131, 0.07907, -2.59150], [-1.10496, -4.71664, 6.91371], [-0.91657, -3.23360, 7.18236], [-1.32363, -2.61918, 5.85552], [-2.31294, -3.49084, 5.28283], [-2.33566, -4.72291, 6.02510], [-1.23191, -5.31334, 7.81571], [-0.24415, -5.10682, 6.36418], [-1.60100, -2.90936, 7.97087], [0.09616, -2.96551, 7.47983], [-0.47559, -2.56847, 5.16361], [-1.74120, -1.61474, 5.96842], [-3.25474, -4.74218, 6.61942], [-2.35191, -5.56607, 5.33345]],
  "forces_ev_per_a": [[-0.37, 0.22, 0.31], [0.44, 1.22, -0.45], [-0.37, -0.57, -0.46], [0.80, -0.59, -0.42], [0.51, 0.59, 0.33], [-0.16, -0.53, 0.13], [0.14, 2.58, -0.02], [-1.44, -2.08, -1.31], [1.34, -0.38, 1.02], [-0.45, -0.08, -1.22], [-0.73, 0.29, -0.10], [0.53, -0.27, -0.26], [-0.09, 0.47, 0.70], [-0.25, -0.38, -0.24], [-0.09, 0.52, -0.26], [-0.14, -0.37, 0.54], [0.60, 0.22, 0.21], [-0.05, 0.06, 0.36], [-0.15, -0.55, -0.26], [-0.50, -0.12, 0.39], [-0.20, -0.14, 0.09], [-0.02, -0.60, 0.18], [-0.50, 0.19, -0.43], [0.25, -0.67, -0.23], [0.45, -0.06, 0.44], [0.85, 0.65, -0.30], [-0.16, 0.67, 0.49], [-0.68, 0.32, 0.37], [0.35, -0.66, 0.07], [-0.01, 0.31, -0.46], [0.32, -0.55, 0.26], [-0.09, 0.26, 0.58], [-0.31, 0.02, 0.05], [0.23, 0.10, -0.15], [-0.02, -0.05, 0.25], [-0.21, 0.12, -0.10], [0.27, -0.15, -0.09], [0.01, -0.03, 0.03], [0.01, 0.00, -0.05], [-0.02, 0.02, 0.04], [0.01, -0.04, 0.01], [0.04, 0.08, 0.01], [-0.02, -0.11, 0.02], [-0.08, -0.03, -0.04], [0.05, -0.05, 0.04], [0.24, -0.13, 0.17], [-0.25, -0.08, -0.12], [0.12, 0.19, 0.06], [-0.04, -0.22, 0.12], [-0.07, 0.13, -0.22], [-0.01, 0.04, 0.00], [0.01, -0.01, -0.05], [-0.01, 0.00, 0.06], [0.02, 0.02, -0.01], [-0.06, -0.05, 0.07], [0.06, 0.07, -0.03], [0.06, -0.05, -0.01], [-0.04, 0.09, 0.02], [0.21, -0.16, -0.14], [-0.09, 0.16, 0.26], [0.03, 0.02, -0.30], [0.17, -0.01, 0.16], [-0.24, 0.01, 0.09], [-0.03, 0.00, -0.02], [-0.02, -0.02, 0.05], [0.04, 0.01, -0.03], [-0.04, -0.02, -0.02], [-0.02, 0.11, 0.02], [-0.08, -0.08, -0.05], [0.07, -0.07, 0.04], [-0.08, 0.04, -0.04], [-0.26, 0.11, 0.04], [0.15, -0.16, -0.19], [-0.02, 0.21, 0.13], [-0.16, -0.06, -0.18], [0.20, -0.12, 0.07], [0.03, 0.01, 0.02], [0.00, -0.03, 0.00], [-0.02, 0.04, -0.02], [0.02, 0.01, 0.03], [0.02, 0.01, -0.10], [0.00, 0.01, 0.10], [-0.10, -0.04, 0.07], [0.11, 0.04, 0.04], [0.22, -0.16, -0.16], [-0.13, 0.17, 0.26], [0.16, -0.01, -0.27], [0.07, 0.10, -0.01], [-0.27, -0.12, 0.10], [-0.03, 0.03, -0.03], [-0.04, -0.02, 0.04], [0.05, 0.02, -0.02], [-0.03, 0.00, -0.04], [0.03, 0.07, 0.06], [-0.06, -0.02, -0.02], [0.03, -0.06, 0.01], [-0.02, 0.10, -0.07]],
  "homo_lumo_gap_ev": 6.903,
  "charge": 1
}